Computed, not measured: 2 unconnected molecules or ions with the total composition C3H10N2 in a non-equilibrium geometry, with ωB97M-V/def2-TZVPD.

Structure (XYZ):
```
15
Properties=species:S:1:pos:R:3:forces:R:3
C 2.23290 0.50634 -0.08112 0.05 -0.20 0.14
C 1.55018 -0.81052 0.24953 0.56 -1.30 1.56
H 1.86679 0.87115 -1.03796 0.16 0.39 0.06
H 2.13215 1.23939 0.71896 -0.64 0.18 -0.19
H 3.32144 0.39899 -0.11173 -0.11 -0.33 -0.39
H 0.46814 -0.92983 0.19230 0.08 0.60 -0.56
H 1.72273 -1.09059 1.29928 0.09 0.41 0.10
H 2.01836 -1.68309 -0.21146 -0.14 0.23 -0.68
N -1.86249 0.87080 -0.69862 0.06 0.34 0.79
C -2.05974 -0.39055 -0.13343 -0.77 0.77 -0.98
N -2.62980 -0.63975 0.97160 1.35 -0.25 0.27
H -2.05855 0.98032 -1.67951 0.22 -0.32 -0.16
H -2.32494 1.59832 -0.16957 0.08 0.09 -0.05
H -1.70529 -1.14072 -0.83745 -0.35 -0.54 0.29
H -2.67189 0.21974 1.52916 -0.65 -0.09 -0.19
```
Positions in Å, forces in eV/Å.

Output
- lowest unoccupied orbital energy (eV) = 1.00
- ΔE to the lowest compared entry with this formula, charge and spin (kJ/mol) = 72.6
- HOMO energy (eV) = -9.46
- Kohn-Sham gap (eV) = 10.4574
- SMILES string = [H]/N=C\N.CC
- electronic energy (a.u.) = -229.78160
- molecular weight (g/mol) = 74.13

Atomic partial charges in e from the Mulliken method, atoms 1 to 2: atom 1 (C): -0.79, atom 2 (C): -0.66